Entry 1:
Molecular formula: C29H49F3O14
Method: DFT, ωB97M-V with the def2-TZVPD basis set

Results
Kohn-Sham gap = 0.3370 hartree
SMILES = O=C1OC[C@@H](F)O1.O=C1OC[C@@H](F)O1.O=C1OC[C@@H](F)O1.C1CCOC1.C1CCOC1.C1CCOC1.C1CCOC1.C1CCOC1
relative energy (zero: lowest compared OMol25 entry of this formula, charge and spin) = 0.4196 eV
E = -67680.80711 eV

Each line ends with the Mulliken charge.
Positions of all 95 atoms, in Å:
O -18.18482 -15.19027 2.39314  -0.420
C -17.96693 -15.23629 3.54849  0.493
O -17.39408 -14.29061 4.28744  -0.269
C -17.06984 -14.75620 5.59354  -0.485
C -18.21302 -15.74741 5.69629  0.222
F -19.34348 -15.24913 6.25971  -0.295
O -18.41885 -16.13397 4.38680  -0.332
H -16.15864 -15.35402 5.57283  0.301
H -17.07648 -13.99747 6.37609  0.352
H -17.96056 -16.66823 6.22208  0.303
O -16.11876 -4.86912 4.02591  -0.584
C -16.64223 -5.88671 4.46488  0.627
O -16.47477 -7.15944 3.99062  -0.273
C -17.34447 -7.96385 4.69252  -0.003
C -17.31497 -7.28836 6.01620  0.281
F -16.29551 -7.60252 6.78768  -0.293
O -17.23141 -5.94009 5.60624  -0.295
H -18.28445 -7.91570 4.14280  0.150
H -16.92364 -8.96919 4.70929  0.033
H -18.21907 -7.51070 6.58299  0.368
O -23.90593 -16.73979 -0.15915  -0.559
C -22.87214 -16.52804 0.44862  0.598
O -21.79049 -15.87431 -0.06943  -0.351
C -20.66371 -16.15280 0.77153  -0.016
C -21.38143 -16.40691 2.07962  0.434
F -21.73173 -15.21061 2.59562  -0.303
O -22.57093 -17.00011 1.65930  -0.349
H -20.21346 -17.01312 0.27633  0.227
H -19.93268 -15.34473 0.79859  0.003
H -20.91914 -16.94010 2.91033  0.323
C -17.42474 -5.76498 0.81395  -0.324
C -17.38068 -7.23251 0.57826  0.235
C -17.52513 -7.25881 -0.95665  -0.137
O -18.25600 -6.10349 -1.25817  -0.458
C -18.51303 -5.29401 -0.11009  -0.480
H -16.44942 -5.28688 0.72294  0.268
H -17.78594 -5.55743 1.82120  0.026
H -18.16745 -7.83193 1.03628  -0.419
H -16.43630 -7.64485 0.93352  0.456
H -18.04059 -8.17881 -1.23235  -0.122
H -16.51310 -7.11968 -1.33684  0.424
H -19.44743 -5.41575 0.43780  0.200
H -18.44574 -4.24373 -0.39377  0.355
C -14.64467 -14.80140 1.07689  0.169
C -13.62151 -14.35074 2.03912  -0.660
C -13.71754 -12.81994 2.04119  -0.157
O -14.22038 -12.52301 0.74973  -0.409
C -14.36643 -13.71931 0.02283  -0.490
H -15.68561 -14.76160 1.39779  -0.380
H -14.50381 -15.79800 0.65850  0.409
H -12.61609 -14.71860 1.83448  0.305
H -13.84271 -14.77214 3.01973  0.289
H -12.72282 -12.39359 2.17104  0.294
H -14.45035 -12.37943 2.71724  0.067
H -13.42338 -14.04489 -0.41620  0.309
H -15.08585 -13.51281 -0.76958  0.289
C -19.19045 -12.14075 -3.36171  -0.783
C -18.70899 -11.42907 -2.15235  1.196
C -17.23949 -11.22859 -2.47357  -0.498
O -16.93902 -12.38027 -3.24640  -0.539
C -17.98783 -12.80473 -4.08259  -0.482
H -19.76674 -11.51840 -4.04631  0.397
H -19.80646 -12.97051 -3.01513  0.292
H -18.85056 -11.95425 -1.20777  -0.421
H -19.18643 -10.45113 -2.09095  -0.531
H -16.60105 -11.11863 -1.59698  0.328
H -17.06999 -10.38846 -3.14703  0.348
H -18.02750 -13.87853 -4.26556  0.327
H -17.83178 -12.29741 -5.03463  0.242
C -19.42224 -12.04234 1.53347  0.497
C -18.03815 -11.46101 1.24328  0.424
C -17.43029 -11.40025 2.61748  0.273
O -18.53006 -10.99716 3.42559  -0.461
C -19.76128 -11.17173 2.73099  -0.248
H -19.42665 -13.06483 1.91107  -0.631
H -20.02577 -11.95447 0.63007  0.436
H -18.17162 -10.45072 0.85647  -0.343
H -17.33445 -11.94669 0.56726  0.081
H -16.71060 -10.58276 2.66044  0.427
H -17.02101 -12.32678 3.02015  -0.434
H -20.00145 -10.16371 2.39289  -0.299
H -20.56472 -11.49967 3.39056  0.431
C -23.34412 -9.03996 -0.71023  -0.664
C -22.17444 -9.79866 -0.07702  -0.354
C -21.01655 -8.86780 -0.06763  1.389
O -21.48874 -7.57984 -0.53474  -0.487
C -22.73437 -7.80079 -1.24880  -0.555
H -24.07333 -8.76264 0.05099  0.255
H -23.94119 -9.71006 -1.32874  0.367
H -21.96320 -10.67029 -0.69649  0.272
H -22.55947 -10.05265 0.91057  0.238
H -20.28217 -9.25985 -0.77124  -0.650
H -20.64681 -8.83798 0.95731  -0.378
H -22.37954 -7.85979 -2.27774  0.264
H -23.24984 -6.84239 -1.18663  0.326

Entry 2:
Molecular formula: C29H49O15PdS5
Method: DFT, ωB97M-V with the def2-TZVPD basis set

Results
Kohn-Sham gap (spin up / spin down) = 0.1464 / 0.1007 hartree
spin multiplicity = 3
relative energy (zero: lowest compared OMol25 entry of this formula, charge and spin) = 5.8450 eV
E = -119223.48537 eV
charge = -1

Each line ends with the Mulliken charge.
Positions of all 99 atoms, in Å:
Pd 10.10911 28.04461 -31.37669  0.970
C 14.44214 24.42471 -33.63750  -1.213
C 13.58977 25.62825 -34.22690  0.399
C 12.65531 24.97533 -35.21731  -1.360
O 12.76974 26.32179 -33.37927  -0.870
H 13.74885 23.79119 -33.08422  0.250
H 15.13484 24.78008 -32.87462  0.298
H 15.16394 23.83877 -34.20652  0.384
H 14.18137 26.24060 -34.90745  0.099
H 12.02297 24.16034 -34.86511  0.270
H 13.17458 24.51819 -36.05962  0.435
H 12.18834 25.69477 -35.88993  0.339
C 3.24526 28.55578 -30.73234  -0.694
C 2.73425 29.63579 -31.58830  0.578
C 3.81929 30.70502 -32.12475  0.542
O 3.38773 31.55271 -32.88161  -0.564
C 5.14235 30.68263 -31.58366  -0.683
C 5.54058 29.69780 -30.69425  0.473
C 4.57819 28.54996 -30.34149  0.497
O 4.94252 27.49314 -29.65616  -0.700
O 6.77594 29.76463 -30.27434  -0.757
O 1.53822 29.77634 -31.96868  -0.563
H 2.57380 27.77181 -30.41462  0.422
H 5.80194 31.52084 -31.75324  0.464
C 15.85637 26.68383 -26.81326  -0.492
C 15.59486 27.69176 -25.71777  -0.568
C 14.20534 28.39881 -26.03724  -0.787
S 14.27072 28.61880 -27.86225  1.076
O 14.79136 29.93400 -28.13197  -0.662
O 12.94443 28.19549 -28.35325  -0.591
C 15.55159 27.40781 -28.17731  -0.744
H 15.16313 25.84890 -26.71123  0.276
H 16.88693 26.32899 -26.80201  0.304
H 16.31190 28.50238 -25.58793  0.311
H 15.38890 27.20945 -24.76223  0.317
H 14.06610 29.42361 -25.69299  0.388
H 13.40070 27.68364 -25.86639  0.371
H 16.36919 28.01020 -28.57322  0.353
H 15.31970 26.80404 -29.05469  0.445
C 10.13560 32.29563 -37.46767  -0.524
C 8.74264 32.85946 -37.42897  -0.546
C 7.96779 32.25928 -36.26655  -0.676
S 8.62591 30.51191 -36.05928  1.022
O 7.64968 29.48598 -36.57100  -0.637
O 9.29568 30.36268 -34.77278  -0.573
C 10.05517 30.77614 -37.26622  -0.742
H 10.72762 32.80148 -36.70495  0.282
H 10.61374 32.59010 -38.40189  0.341
H 8.25704 32.67669 -38.38756  0.293
H 8.82493 33.92138 -37.19735  0.302
H 6.92078 32.03834 -36.47404  0.345
H 8.12035 32.88606 -35.38794  0.367
H 9.78005 30.19299 -38.14505  0.335
H 10.92279 30.37911 -36.73923  0.406
C 11.35307 35.46640 -28.79380  -0.588
C 12.14473 35.87954 -30.02530  -0.583
C 12.62426 34.54723 -30.65610  -0.651
S 11.10208 33.65054 -30.71248  1.007
O 11.41731 32.24616 -30.87671  -0.586
O 10.20257 34.39922 -31.58310  -0.649
C 10.66178 34.12651 -29.02262  -0.692
H 10.56995 36.10333 -28.38255  0.327
H 11.92358 35.28880 -27.88217  0.288
H 12.90329 36.54843 -29.61877  0.347
H 11.52326 36.44324 -30.72110  0.309
H 13.34952 34.00923 -30.04567  0.330
H 12.95176 34.67183 -31.68825  0.377
H 11.10013 33.32609 -28.42657  0.338
H 9.57845 34.13821 -28.90276  0.422
C 8.68081 21.16480 -28.90209  -0.570
C 10.04971 21.35968 -29.58164  -0.636
C 10.83638 22.25753 -28.70173  -0.771
S 9.61228 23.61774 -28.28918  0.976
O 9.67885 24.57259 -29.38210  -0.538
O 9.94945 24.07111 -26.93945  -0.646
C 8.14683 22.52473 -28.47168  -0.607
H 8.75960 20.52013 -28.02672  0.291
H 8.03837 20.63435 -29.60494  0.321
H 9.90470 21.88180 -30.52740  0.309
H 10.50145 20.38527 -29.76750  0.354
H 11.85185 22.58996 -28.91724  0.471
H 11.12937 21.64508 -27.84899  0.323
H 7.37668 22.96437 -29.10547  0.387
H 7.69759 22.54659 -27.47880  0.336
C 4.72664 24.33112 -36.17551  -0.642
C 5.97697 23.69346 -36.68688  -0.523
C 7.21898 24.09948 -35.89143  -0.674
S 6.69615 24.43404 -34.20006  0.945
O 7.41459 25.60151 -33.61913  -0.531
O 6.53659 23.18884 -33.46324  -0.650
C 4.85299 24.87366 -34.73642  -0.672
H 3.80597 23.76039 -36.29687  0.354
H 4.44681 25.18631 -36.79067  0.269
H 6.23397 23.83192 -37.73705  0.365
H 5.75724 22.63556 -36.54303  0.249
H 7.49700 25.09524 -36.23677  0.347
H 8.00451 23.34381 -35.89477  0.429
H 4.77709 25.95869 -34.66536  0.360
H 4.21137 24.47791 -33.94912  0.369